DFT (ωB97M-V/def2-TZVPD) results for a 2-piece molecular cluster, C47H60BN2O2 overall in a non-equilibrium geometry.

molar mass: 695.82 g mol⁻¹
total charge: +1
LUMO: -3.18 eV
F_max: 3.7 eV/Å

Last column: Löwdin charge in e.
Cartesian coordinates (Å):
C  -1.60  4.57  1.98  -0.059
C  -0.38  5.35  2.46  -0.510
C  -0.78  6.84  2.36  -0.075
C  -0.09  5.11  3.95  -0.036
C  0.89  4.98  1.57  -0.049
C  1.53  5.95  0.82  -0.042
C  2.69  5.71  0.13  -0.063
C  3.34  4.52  0.34  -0.023
C  2.77  3.52  1.21  -0.079
C  3.79  2.42  1.64  -0.534
C  3.22  1.40  2.60  -0.050
C  4.88  3.14  2.45  -0.043
C  4.39  1.76  0.42  -0.037
C  1.43  3.63  1.57  -0.051
N  0.59  2.43  1.78  0.084
C  0.21  1.49  0.80  -0.106
B  0.99  1.06  -0.45  -0.077
H  0.29  -0.21  -1.32  0.063
N  -0.83  0.70  1.35  0.048
C  -1.51  -0.43  0.73  -0.061
C  -1.35  -1.73  1.26  -0.121
C  -0.14  -2.31  1.93  -0.519
C  0.14  -3.74  1.44  -0.047
C  -0.38  -2.31  3.47  -0.018
C  1.17  -1.60  1.61  -0.041
C  -2.48  -2.57  1.17  -0.009
C  -3.37  -2.48  0.10  -0.055
C  -3.25  -1.35  -0.70  -0.072
C  -2.54  -0.23  -0.28  -0.071
C  -2.96  1.09  -0.95  -0.517
C  -2.20  1.22  -2.26  -0.039
C  -2.70  2.34  -0.07  -0.052
C  -4.45  1.13  -1.22  -0.056
C  -0.87  1.00  2.71  -0.027
C  -0.01  1.98  2.99  -0.041
H  -1.50  3.51  2.17  0.036
H  -2.52  4.88  2.49  0.102
H  -1.74  4.69  0.90  0.090
H  0.02  7.48  2.77  0.091
H  -0.99  7.14  1.33  0.090
H  -1.68  7.01  2.98  0.098
H  0.79  5.70  4.26  0.101
H  -0.94  5.39  4.59  0.100
H  0.14  4.06  4.17  0.038
H  1.14  6.97  0.76  0.114
H  3.12  6.48  -0.54  0.130
H  4.34  4.41  -0.10  0.122
H  2.52  0.72  2.10  0.047
H  4.03  0.78  2.97  0.097
H  2.73  1.81  3.48  0.090
H  5.42  3.90  1.89  0.083
H  4.50  3.64  3.35  0.098
H  5.64  2.43  2.80  0.094
H  5.02  2.46  -0.12  0.082
H  5.00  0.89  0.72  0.105
H  3.59  1.43  -0.23  0.042
H  0.87  1.77  -1.46  0.084
H  2.05  0.53  -0.11  0.069
H  0.36  -3.79  0.37  0.077
H  1.03  -4.23  1.91  0.107
H  -0.68  -4.45  1.61  0.080
H  -0.55  -1.28  3.82  0.054
H  -1.31  -2.88  3.70  0.095
H  0.46  -2.72  4.08  0.103
H  1.18  -0.58  2.03  0.053
H  2.06  -2.14  2.02  0.114
H  1.35  -1.51  0.52  0.083
H  -2.61  -3.40  1.84  0.117
H  -4.11  -3.29  -0.08  0.138
H  -3.79  -1.34  -1.62  0.114
H  -2.29  0.26  -2.83  0.101
H  -2.51  2.04  -2.93  0.109
H  -1.13  1.39  -2.07  0.043
H  -3.07  2.16  0.96  0.102
H  -1.65  2.62  -0.05  0.057
H  -3.30  3.20  -0.44  0.106
H  -5.00  0.94  -0.29  0.104
H  -4.78  2.10  -1.60  0.092
H  -4.76  0.39  -1.96  0.078
H  -1.48  0.42  3.42  0.145
H  0.26  2.32  4.00  0.131
C  -2.53  -9.40  -2.08  -0.041
O  -3.06  -8.07  -1.76  -0.092
C  -2.38  -6.97  -2.17  -0.246
C  -2.98  -5.71  -1.89  0.013
C  -2.25  -4.55  -2.03  -0.014
C  -0.87  -4.60  -2.33  -0.155
C  -0.08  -3.42  -2.49  -0.200
O  0.86  -3.54  -3.50  0.048
C  1.68  -2.45  -3.80  -0.151
C  1.41  -1.18  -3.27  -0.110
C  2.02  -0.09  -3.91  -0.006
C  2.76  -0.27  -5.09  -0.066
C  2.90  -1.51  -5.64  -0.074
C  2.42  -2.61  -4.96  0.009
C  0.28  -0.92  -2.29  -0.091
C  -0.29  -2.22  -1.89  -0.003
C  -0.30  -5.83  -2.74  -0.005
C  -1.00  -7.01  -2.58  0.000
H  -3.35  -10.07  -1.80  0.091
H  -2.32  -9.49  -3.17  0.101
H  -1.63  -9.64  -1.47  0.096
H  -3.97  -5.67  -1.53  0.102
H  -2.71  -3.60  -1.92  0.080
H  1.84  0.87  -3.50  0.092
H  3.19  0.57  -5.58  0.102
H  3.39  -1.60  -6.59  0.111
H  2.55  -3.57  -5.43  0.129
H  -0.43  -0.09  -2.79  0.126
H  -1.06  -2.23  -1.11  0.084
H  0.71  -5.87  -3.15  0.125
H  -0.45  -7.98  -2.71  0.123